# 1
The following is a quantum chemistry calculation of a cluster of 6 separate species, C2H16NO5 in total in a non-equilibrium geometry, from OMol25.

Last column: natural (NBO) charge in e.
Atoms and positions in Å:
C -0.2491 0.7225 0.3453  -0.392
C -0.6617 2.0631 0.3108  -0.731
N 0.4019 0.1614 -0.8931  -0.721
H -0.3650 0.0250 1.1574  0.193
H -1.2026 2.4272 1.1604  0.186
H -0.7728 2.6395 -0.5981  0.171
H 1.3215 -0.1203 -0.5665  0.439
H -0.1810 -0.5660 -1.2782  0.422
H 0.5278 0.9663 -1.5102  0.440
H -3.8074 -0.2155 -0.4413  0.470
H -2.4356 -0.7578 0.0484  0.484
O -3.0120 -0.6717 -0.7212  -0.965
H -0.4545 -3.3347 -0.3041  0.480
H 0.2701 -2.6905 0.9251  0.481
O 0.0771 -2.5920 -0.0089  -0.958
H -2.2156 -1.1065 3.3693  0.472
H -1.0450 -2.0287 3.4498  0.462
O -1.3504 -1.2539 2.9626  -0.931
H 4.1674 -1.1085 -0.2595  0.481
H 3.4946 -0.0757 0.6521  0.481
O 3.3559 -0.6037 -0.1459  -0.961
H 1.3425 3.3804 -2.1826  0.477
H 1.8053 2.1761 -2.9043  0.465
O 0.9885 2.5639 -2.5670  -0.945

Multiplicity: 2
Expectation value of S²: 0.75
Largest force on an atom (eV/A): 2.1
LUMO (alpha / beta) (eV): 0.3 / 0.3
ΔE to the lowest compared entry with this formula, charge and spin (kcal/mol): 51.86
Frontier orbital gap (alpha / beta) (eV): 3.1 / 7.3


# 2
The following is a quantum chemistry calculation of a structure of composition C2H16O6 in a non-equilibrium geometry, from OMol25.

Last column: natural (NBO) charge in e.
Atoms and positions in Å:
O -0.0930 0.8874 0.0852  -0.840
H 0.1806 1.7321 0.4428  0.538
H -0.9768 1.0427 -0.2480  0.496
O -1.1814 -1.1329 2.9581  -0.929
H -1.1258 -1.4478 2.0559  0.428
H -2.0865 -1.3059 3.2174  0.429
O -1.8253 -1.9633 1.0071  -0.840
H -2.4555 -2.6806 0.9394  0.524
H -2.0933 -1.3436 0.3286  0.496
O 0.0148 -1.0635 1.0764  -0.894
H -0.0327 -0.3179 0.4780  0.447
H -0.8143 -1.5251 0.9510  0.410
O 1.2379 -1.9948 2.3012  -1.007
H 0.5177 -1.5731 1.8325  0.420
H 1.7366 -2.4455 1.6197  0.424
C 1.2429 2.6295 -2.1528  -0.640
C 0.7710 1.1488 -2.4621  -0.070
O 1.2620 0.3154 -1.3972  -0.751
H 2.3237 2.5308 -2.2536  0.223
H 1.1153 3.0128 -1.1404  0.181
H 0.8397 3.3263 -2.8877  0.204
H 1.1737 0.8956 -3.4428  0.183
H -0.3043 1.0125 -2.5780  0.129
H 0.5733 0.2599 -0.7307  0.440

Largest force on an atom (eV/A): 11.1
LUMO (eV): -0.8
ΔE to the lowest compared entry with this formula, charge and spin (kcal/mol): 266.79
Frontier orbital gap (eV): 7.2


# 3
The following is a quantum chemistry calculation of a structure of composition C2H18F6K2O15S2 in a non-equilibrium geometry, from OMol25.

Last column: natural (NBO) charge in e.
Atoms and positions in Å:
K 0.0541 -3.7949 -1.9429  0.984
K 3.0392 -0.3639 -1.7569  0.971
C -0.7080 2.0530 -3.1362  0.729
F -0.6488 0.7371 -3.2352  -0.324
F -0.7307 2.7583 -4.2599  -0.310
F -1.8886 2.3837 -2.5001  -0.330
S 0.7877 2.7391 -2.0920  2.306
O 0.7594 4.1776 -2.3230  -0.943
O 0.5174 2.2483 -0.7641  -1.034
O 1.9948 2.0804 -2.6583  -1.069
C 0.5963 -0.4335 1.6364  0.763
F 1.8217 -0.9074 1.5263  -0.330
F 0.1359 -0.9242 2.8071  -0.312
F 0.5365 0.8740 1.7139  -0.290
S -0.3709 -0.9961 0.0500  2.322
O -0.8374 -2.3506 0.2604  -1.069
O -1.4461 -0.0312 -0.2389  -0.962
O 0.5604 -0.9642 -1.0408  -1.065
O -2.0572 -4.6745 1.1810  -0.941
H -1.8488 -3.8832 0.6843  0.495
H -1.2642 -5.2078 1.1264  0.447
O -4.8491 1.5001 -1.0363  -0.935
H -4.1503 0.8461 -1.0461  0.476
H -5.6058 1.0484 -1.4101  0.456
O -2.2183 2.1809 1.0767  -0.945
H -1.7209 1.7067 0.4104  0.485
H -1.5594 2.4693 1.7083  0.455
O -3.5765 -1.3402 -1.1810  -0.965
H -3.4098 -1.2839 -2.1219  0.455
H -2.8101 -0.9334 -0.7768  0.488
O -0.6490 -4.1263 3.7242  -0.946
H -1.2350 -4.5846 3.1219  0.480
H -0.1791 -3.5008 3.1725  0.460
O 4.3136 -0.2171 0.6894  -0.993
H 3.8573 0.4516 1.2003  0.512
H 4.8527 -0.6818 1.3294  0.479
O 3.0879 2.3140 1.4812  -0.976
H 2.2462 2.2934 1.9365  0.490
H 3.1523 3.2045 1.1360  0.492
O 2.7853 -3.1785 -0.7141  -0.978
H 2.5869 -2.7332 0.1097  0.498
H 3.0622 -4.0564 -0.4517  0.483
O 0.7776 4.4350 1.1780  -0.961
H 0.7981 3.6532 0.6261  0.489
H 1.4406 5.0129 0.8003  0.463

Largest force on an atom (eV/A): 4.0
LUMO (eV): -2.0
Frontier orbital gap (eV): 7.3


# 4
The following is a quantum chemistry calculation of a cluster of 7 separate species, C2H18O6 in total in a non-equilibrium geometry, from OMol25.

Last column: natural (NBO) charge in e.
Atoms and positions in Å:
C -0.2663 -4.2182 -4.5159  -0.629
C 0.3534 -3.7373 -3.1538  -0.600
H -0.7985 -3.6367 -5.2200  0.212
H -0.9801 -4.9921 -4.2912  0.202
H 0.4291 -4.7067 -5.2602  0.202
H 1.2407 -3.3147 -3.2735  0.194
H -0.2438 -3.0177 -2.5534  0.212
H 0.5998 -4.6065 -2.5022  0.205
H -0.5355 -1.0730 3.1159  0.458
H -1.1896 -0.6059 1.8400  0.483
O -0.3626 -0.7402 2.2864  -0.945
H -0.1175 2.9380 3.4469  0.476
H -0.4224 3.3335 2.1517  0.448
O 0.0461 2.6423 2.6312  -0.934
H 2.9876 2.3977 0.7374  0.464
H 1.5306 2.7024 0.5565  0.480
O 2.3988 2.7865 0.0124  -0.945
H -0.0838 4.5910 5.2567  0.484
H -1.6022 4.5161 4.9251  0.487
O -0.7269 4.0519 4.7812  -0.961
H 1.7284 -0.0811 -1.0539  0.478
H 0.4357 0.3776 -1.7698  0.470
O 0.8123 0.2515 -0.8820  -0.946
H -1.0254 1.1121 0.6940  0.497
H -2.2172 1.9252 1.2165  0.466
O -1.9905 1.1044 0.8239  -0.960

SMILES: CC.O.O.O.O.O.O
Largest force on an atom (eV/A): 5.8
LUMO (eV): 0.2
ΔE to the lowest compared entry with this formula, charge and spin (kcal/mol): 43.11
Frontier orbital gap (eV): 10.8


# 5
The following is a quantum chemistry calculation of a structure of composition C2H20F6Na2O16S2 in a non-equilibrium geometry, from OMol25.

Last column: natural (NBO) charge in e.
Atoms and positions in Å:
Na 2.4550 4.7954 0.6990  0.992
Na -1.3841 -2.1338 -1.7639  0.983
C 0.0189 0.4767 0.4658  0.776
F -0.1195 -0.8059 0.0208  -0.354
F -1.1583 1.0308 0.3516  -0.305
F 0.4803 0.4687 1.6986  -0.291
S 1.2064 1.5034 -0.7027  2.259
O 1.6388 2.5982 0.2048  -1.056
O 2.3211 0.5973 -1.1574  -0.975
O 0.3494 1.9621 -1.8494  -1.001
C -2.6998 -2.0124 2.7735  0.715
F -2.5603 -1.3371 3.9697  -0.326
F -3.5235 -1.3311 1.9176  -0.341
F -1.4653 -2.2172 2.2871  -0.356
S -3.5283 -3.7769 3.1541  2.299
O -4.5836 -3.5792 4.1179  -0.986
O -4.0646 -4.2005 1.8546  -1.006
O -2.5531 -4.6141 3.7895  -0.993
O -1.9685 2.5354 -2.6222  -0.967
H -2.3741 2.2228 -1.8135  0.462
H -1.0443 2.3032 -2.5325  0.488
O 2.7888 -1.5983 -2.7144  -0.944
H 2.3503 -0.9646 -2.1465  0.490
H 3.1672 -2.2387 -2.1120  0.446
O 0.7087 -3.5062 -0.8551  -0.980
H 0.6053 -4.4575 -0.8818  0.493
H 1.6371 -3.3606 -1.0370  0.488
O 0.3521 4.8596 -1.9170  -0.958
H 0.4016 4.6692 -2.8538  0.477
H 0.5425 4.0235 -1.4917  0.476
O 0.6887 -3.4827 2.5598  -0.952
H 0.3233 -3.0830 1.7706  0.459
H -0.0283 -4.0062 2.9178  0.493
O 3.2623 2.7917 -3.2021  -0.947
H 2.9796 2.0086 -2.7299  0.481
H 2.5949 2.9196 -3.8762  0.463
O -0.9347 0.0294 -3.3016  -0.999
H -1.7751 0.4829 -3.3677  0.497
H -0.3704 0.4766 -3.9322  0.496
O -2.9898 3.1388 0.9323  -0.934
H -2.6026 2.3998 1.4015  0.471
H -3.6617 2.7444 0.3761  0.465
O -0.8219 1.3256 4.4460  -0.924
H -0.3523 0.9783 3.6876  0.462
H -0.1783 1.8720 4.8971  0.462
O 5.5355 -0.5324 -0.4869  -0.931
H 4.7286 -0.6183 0.0208  0.467
H 5.6060 -1.3576 -0.9668  0.465

Largest force on an atom (eV/A): 4.0
LUMO (eV): -2.2
ΔE to the lowest compared entry with this formula, charge and spin (kcal/mol): 15.53
Frontier orbital gap (eV): 5.5


# 6
The following is a quantum chemistry calculation of a cluster of 8 separate species, C2H20N2O8 in total in a non-equilibrium geometry, from OMol25.

Last column: natural (NBO) charge in e.
Atoms and positions in Å:
N 2.7334 -0.7918 -1.2562  -0.814
C 2.9092 -0.2030 0.0663  -0.317
C 1.6436 -0.4204 0.8950  0.663
N 1.2706 0.3733 1.8806  -0.787
O 0.9551 -1.4007 0.5627  -0.748
H 2.7568 -1.7871 -1.2136  0.366
H 1.8583 -0.4436 -1.6219  0.373
H 3.6369 -0.8984 0.6523  0.214
H 3.2651 0.8446 -0.0438  0.215
H 1.7675 1.2633 2.0559  0.416
H 0.3255 0.4108 2.2070  0.425
H -1.6798 -0.7241 -0.9429  0.520
H -2.8947 0.1358 -1.5770  0.489
O -2.0094 0.2211 -1.2113  -1.036
H 0.1895 3.3255 0.2738  0.496
H -0.5329 2.7945 1.4247  0.464
O 0.3775 3.0273 1.2033  -0.976
H -1.7533 -0.8614 1.4615  0.497
H -2.2244 0.4624 0.7273  0.483
O -2.0190 0.0656 1.5885  -1.002
H -1.5317 -2.6464 3.0737  0.478
H -0.1416 -2.4825 2.4679  0.493
O -1.0765 -2.5232 2.2218  -0.958
H -1.4694 2.1031 -0.7240  0.496
H -0.3830 2.7394 -1.7540  0.501
O -1.0823 2.8886 -1.0993  -0.987
H -0.4499 -2.2169 -0.3707  0.534
H -1.8058 -2.9092 -0.8219  0.491
O -1.1779 -2.2035 -1.0233  -0.961
H -0.6367 0.4070 -3.7867  0.471
H -0.6917 0.6783 -2.2609  0.492
O -0.1289 0.7717 -3.0548  -0.989

SMILES: NCC(N)=O.O.O.O.O.O.O.O
Largest force on an atom (eV/A): 2.7
LUMO (eV): 0.2
ΔE to the lowest compared entry with this formula, charge and spin (kcal/mol): 0.00
Frontier orbital gap (eV): 9.5


- Among the records above, which one has the highest largest force on an atom?
  C2H16O6


- largest force on an atom of number 5 (C2H20F6Na2O16S2)?
  4.0 eV/A


Repeat the sixth record exactly.
The following is a quantum chemistry calculation of a cluster of 8 separate species, C2H20N2O8 in total in a non-equilibrium geometry, from OMol25.

Last column: natural (NBO) charge in e.
Atoms and positions in Å:
N 2.7334 -0.7918 -1.2562  -0.814
C 2.9092 -0.2030 0.0663  -0.317
C 1.6436 -0.4204 0.8950  0.663
N 1.2706 0.3733 1.8806  -0.787
O 0.9551 -1.4007 0.5627  -0.748
H 2.7568 -1.7871 -1.2136  0.366
H 1.8583 -0.4436 -1.6219  0.373
H 3.6369 -0.8984 0.6523  0.214
H 3.2651 0.8446 -0.0438  0.215
H 1.7675 1.2633 2.0559  0.416
H 0.3255 0.4108 2.2070  0.425
H -1.6798 -0.7241 -0.9429  0.520
H -2.8947 0.1358 -1.5770  0.489
O -2.0094 0.2211 -1.2113  -1.036
H 0.1895 3.3255 0.2738  0.496
H -0.5329 2.7945 1.4247  0.464
O 0.3775 3.0273 1.2033  -0.976
H -1.7533 -0.8614 1.4615  0.497
H -2.2244 0.4624 0.7273  0.483
O -2.0190 0.0656 1.5885  -1.002
H -1.5317 -2.6464 3.0737  0.478
H -0.1416 -2.4825 2.4679  0.493
O -1.0765 -2.5232 2.2218  -0.958
H -1.4694 2.1031 -0.7240  0.496
H -0.3830 2.7394 -1.7540  0.501
O -1.0823 2.8886 -1.0993  -0.987
H -0.4499 -2.2169 -0.3707  0.534
H -1.8058 -2.9092 -0.8219  0.491
O -1.1779 -2.2035 -1.0233  -0.961
H -0.6367 0.4070 -3.7867  0.471
H -0.6917 0.6783 -2.2609  0.492
O -0.1289 0.7717 -3.0548  -0.989

SMILES: NCC(N)=O.O.O.O.O.O.O.O
Largest force on an atom (eV/A): 2.7
LUMO (eV): 0.2
ΔE to the lowest compared entry with this formula, charge and spin (kcal/mol): 0.00
Frontier orbital gap (eV): 9.5